# 1
Computed, not measured: C19H40BaP2 as an isolated structure at a distorted geometry, with ωB97M-V/def2-TZVPD.

Relative energy (zero: lowest compared OMol25 entry of this formula, charge and spin): 0.0 kcal/mol

Cartesian coordinates (Å):
P: 1.174 -1.436 -3.511
P: 2.208 -2.893 -0.906
C: 2.588 -2.622 -3.691
C: 2.611 -3.650 -2.569
H: 3.516 -2.031 -3.727
H: 2.463 -3.114 -4.666
H: 1.893 -4.464 -2.748
H: 3.609 -4.104 -2.491
C: 3.977 -2.561 -0.507
H: 4.085 -2.306 0.556
H: 4.371 -1.741 -1.123
H: 4.552 -3.475 -0.719
C: 2.055 -4.520 -0.093
H: 2.957 -5.107 -0.311
H: 1.175 -5.041 -0.494
H: 1.944 -4.386 0.989
C: 1.763 -0.281 -4.780
H: 1.000 0.485 -4.962
H: 1.952 -0.862 -5.691
H: 2.693 0.189 -4.433
C: -0.007 -2.422 -4.498
H: -0.311 -3.328 -3.955
H: 0.508 -2.706 -5.427
H: -0.893 -1.819 -4.740
Ba: -3.005 1.893 2.517
C: 0.033 -1.058 1.242
C: 1.097 -0.261 1.172
C: 1.747 0.276 -0.058
C: 1.213 1.594 -0.657
C: -0.179 1.606 -1.176
C: -1.045 0.596 -1.366
C: -0.795 -0.857 -1.190
C: -0.964 -1.469 0.214
C: -3.447 4.075 0.980
H: -0.220 -1.447 2.234
H: 1.533 0.127 2.102
H: 1.760 -0.492 -0.842
H: 2.811 0.443 0.211
H: 1.335 2.382 0.101
H: 1.885 1.928 -1.462
H: -0.551 2.602 -1.414
H: -2.091 0.830 -1.607
H: 0.215 -1.124 -1.537
H: -1.483 -1.384 -1.875
H: -2.003 -1.297 0.530
H: -0.932 -2.574 0.134
H: -4.535 4.229 1.101
H: -3.320 3.662 -0.040
H: -3.023 5.090 0.914
C: -2.367 4.687 4.584
C: -2.817 3.363 5.226
C: -4.278 3.027 4.841
C: -1.818 2.230 4.930
H: -2.485 4.708 3.487
H: -1.313 4.911 4.805
H: -2.962 5.511 5.004
H: -2.864 3.561 6.307
H: -4.593 3.198 3.774
H: -4.578 2.017 5.165
H: -4.942 3.747 5.327
H: -2.066 1.345 5.521
H: -0.834 2.518 5.297

Atomic partial charges in e from the Mulliken method, atoms 1 to 2:
1. P 1.46
2. P 1.26

# 2
Computed, not measured: C19H40CrP2 as an isolated structure at a distorted geometry, with ωB97M-V/def2-TZVPD.

Energy: -2474.6762 Eh
<S²>: 6.13
2S+1: 5

Cartesian coordinates (Å):
P: 0.181 -0.519 -3.281
P: -2.788 -0.803 -0.455
C: -1.261 -1.573 -2.769
C: -2.497 -0.802 -2.301
H: -0.887 -2.268 -1.986
H: -1.494 -2.207 -3.640
H: -2.489 0.244 -2.655
H: -3.378 -1.296 -2.742
C: -3.820 -2.311 -0.272
H: -4.156 -2.379 0.771
H: -3.274 -3.224 -0.524
H: -4.709 -2.226 -0.924
C: -3.930 0.502 0.033
H: -4.957 0.149 -0.179
H: -3.758 1.433 -0.527
H: -3.850 0.706 1.112
C: 1.226 -1.727 -4.122
H: 2.247 -1.338 -4.173
H: 0.847 -1.947 -5.126
H: 1.260 -2.665 -3.552
C: -0.151 0.931 -4.267
H: -1.065 1.453 -3.948
H: -0.250 0.659 -5.323
H: 0.695 1.629 -4.162
Cr: 0.206 3.293 1.476
C: -1.255 -1.454 0.469
C: -0.667 -2.707 0.082
C: 0.720 -3.023 -0.163
C: 1.765 -1.847 -0.048
C: 1.930 -1.158 -1.288
C: 1.065 -0.098 -1.791
C: 0.091 0.602 -0.764
C: -0.419 -0.076 0.509
C: 2.207 2.756 1.008
H: -1.599 -1.542 1.533
H: -1.334 -3.593 0.099
H: 0.755 -3.440 -1.185
H: 1.099 -3.831 0.489
H: 1.521 -1.194 0.797
H: 2.736 -2.302 0.180
H: 2.740 -1.509 -1.926
H: 1.716 0.711 -2.200
H: -0.792 1.032 -1.277
H: 0.637 1.482 -0.409
H: 0.368 -0.114 1.265
H: -1.123 0.636 0.986
H: 2.830 3.610 0.715
H: 2.314 2.052 0.180
H: 2.787 2.279 1.802
C: 2.641 1.248 4.292
C: 1.435 2.194 4.330
C: 1.874 3.643 4.434
C: 0.398 2.006 3.201
H: 3.254 1.372 3.401
H: 2.324 0.207 4.323
H: 3.285 1.383 5.169
H: 0.931 1.942 5.274
H: 2.351 3.994 3.518
H: 1.005 4.284 4.622
H: 2.559 3.773 5.285
H: -0.599 2.028 3.677
H: 0.506 0.939 2.948

Atomic partial charges in e from the Mulliken method, atoms 1 to 2:
1. P 1.02
2. P 1.05

# 3
Computed, not measured: C19H40GdNP3Se as an isolated structure at a distorted geometry, with ωB97M-V/def2-TZVPD.

Energy: -4992.8528 Eh
Charge: +3
<S²>: 16.04
2S+1: 8

Cartesian coordinates (Å):
Gd: -0.514 -0.014 0.307
P: -3.299 -0.166 0.482
P: 0.096 -2.740 0.683
P: -0.113 2.761 0.600
H: 4.704 -0.975 -0.088
C: 4.486 0.008 0.329
C: 4.024 0.151 1.584
H: 3.720 -0.716 2.182
C: -4.138 -0.237 -1.154
C: -4.013 -1.606 1.363
C: -4.106 1.275 1.281
C: 1.817 -3.344 0.854
C: -0.719 -3.633 2.061
C: -0.478 -3.697 -0.778
C: 1.562 3.487 0.760
C: -0.983 3.583 1.989
C: -0.769 3.688 -0.845
H: 4.808 0.894 -0.230
H: 3.899 1.157 2.007
H: -5.223 -0.362 -1.031
H: -3.721 -1.083 -1.720
H: -3.918 0.689 -1.702
H: -5.105 -1.659 1.226
H: -3.777 -1.529 2.435
H: -3.555 -2.526 0.976
H: -5.201 1.231 1.178
H: -3.735 2.198 0.818
H: -3.837 1.294 2.349
H: 1.971 -4.221 0.207
H: 2.009 -3.630 1.897
H: 2.518 -2.548 0.564
H: -0.849 -4.690 1.801
H: -1.697 -3.189 2.275
H: -0.091 -3.558 2.953
H: -0.043 -4.705 -0.737
H: -0.156 -3.183 -1.696
H: -1.576 -3.764 -0.776
H: 1.642 4.398 0.146
H: 2.309 2.755 0.418
H: 1.764 3.744 1.811
H: -1.077 4.661 1.797
H: -0.408 3.431 2.911
H: -1.984 3.151 2.120
H: -0.370 4.712 -0.835
H: -1.870 3.714 -0.806
H: -0.460 3.174 -1.769
C: 1.235 0.076 -3.725
C: 2.602 -0.158 -3.522
C: 3.481 -0.093 -4.606
C: 3.000 0.195 -5.891
C: 1.630 0.424 -6.094
C: 0.753 0.373 -5.007
Se: -0.101 -0.040 -2.276
H: 1.006 -0.114 -1.055
H: 2.963 -0.388 -2.519
H: 4.550 -0.276 -4.453
H: 3.689 0.243 -6.739
H: 1.241 0.639 -7.095
H: -0.315 0.559 -5.160
C: 0.169 0.036 5.143
C: 0.028 0.016 3.712
N: -0.094 0.003 2.551
H: -0.691 0.557 5.596
H: 1.099 0.564 5.414
H: 0.211 -0.996 5.529

Atomic partial charges in e from the Mulliken method, atoms 1 to 2:
1. Gd -0.56
2. P 1.03